# C4H4Cl2

The molecule C4H4Cl2 in a non-equilibrium geometry (ωB97M-V/def2-TZVPD, OMol25).

Geometry as XYZ:
```
10
Properties=species:S:1:pos:R:3:forces:R:3
C 1.454 -1.025 0.235 -1.074 -0.336 0.089
C 0.110 -0.982 0.379 0.721 0.321 -0.404
C -0.802 0.198 0.157 0.570 0.883 1.133
C -0.673 1.522 0.408 2.002 -0.198 0.190
H 2.105 -1.907 0.362 -0.881 0.393 0.015
H -0.361 -1.949 0.559 -0.099 0.386 0.175
H -1.441 2.235 0.129 -0.208 -0.362 0.190
H 0.249 2.013 0.845 -1.030 -1.059 -0.725
Cl 2.357 0.319 -0.273 0.557 0.672 -0.109
Cl -2.421 -0.241 -0.254 -0.557 -0.701 -0.553
```
Forces are in eV/Å.

Results
- Kohn-Sham gap (eV) = 9.403
- highest occupied orbital energy (eV) = -9.09
- structure (SMILES) = C=C(Cl)/C=C\Cl
- energy above the lowest of the compared OMol25 structures with the same formula, charge and spin (kcal per mole) = 9.0

Here are the Mulliken charges for atoms 1 to 6, given in e:
1 C -0.18
2 C -0.41
3 C 0.58
4 C -0.69
5 H 0.34
6 H 0.27